# 1
Below is a 5-piece molecular cluster, C41H59BF6INO17P2S overall in a non-equilibrium geometry, with properties calculated with ωB97M-V with the def2-TZVPD basis set.

## Properties
net charge: 0
orbital gap: 7.8 eV

Structure (XYZ):
```
129
Properties=species:S:1:pos:R:3:forces:R:3:mulliken_charge:R:1
C 6.839 -1.076 2.304 -0.499 0.148 0.813 -0.9801
C 5.867 -1.670 3.314 -0.996 -1.357 -0.554 0.7311
O 5.196 -2.637 3.017 0.849 0.840 0.474 -0.5118
O 5.722 -1.113 4.565 -0.096 0.025 -0.585 -0.3746
C 5.055 0.166 4.530 0.385 0.485 -0.401 -0.9076
C 3.864 0.256 3.568 -0.629 0.496 0.543 -0.1157
C 2.804 1.245 4.112 0.875 0.583 0.138 -0.8662
C 1.991 1.941 3.017 -1.119 -0.464 0.113 -0.9871
C 1.473 0.957 1.920 0.501 1.183 0.900 0.3316
C 0.154 1.525 1.402 0.056 -0.541 -0.273 -1.4375
N -0.525 0.747 0.312 0.483 -0.717 0.514 1.6722
C 0.363 0.241 -0.690 -0.125 0.857 -0.594 -1.2482
C 0.638 1.037 -1.793 -0.476 0.747 0.137 0.1063
C 0.025 2.413 -1.948 0.125 0.167 -0.380 -0.3528
C 1.093 3.486 -1.725 0.575 0.152 1.270 -0.0134
O 1.674 3.649 -0.689 -0.668 -0.192 -1.191 -0.4704
I 1.584 4.769 -3.417 -0.286 -0.391 0.124 0.0566
C 1.459 0.563 -2.784 0.245 0.665 -0.664 -0.6058
C 2.022 -0.684 -2.737 0.450 -1.305 -1.166 0.3701
P 3.076 -1.264 -4.135 1.433 0.498 -0.690 -0.1439
C 2.843 -3.088 -4.305 -1.283 -0.078 0.439 -0.9641
O 2.294 -0.660 -5.470 -0.329 -0.779 0.961 -0.4219
C 1.759 -1.476 -1.654 -0.004 0.417 -0.170 0.4663
F 2.275 -2.698 -1.552 0.171 -0.350 0.120 -0.4818
C 0.944 -1.007 -0.667 -1.022 -0.956 2.282 1.1808
S 0.566 -2.073 0.719 0.042 -0.318 -0.172 -0.3125
C -1.096 -1.550 1.034 1.583 0.418 -0.755 1.0390
C -2.016 -2.457 1.476 0.595 -0.992 0.144 -0.9763
C -3.309 -2.085 1.689 -1.524 0.098 0.425 -0.1704
C -4.287 -3.165 2.145 0.947 -0.720 -0.492 0.6903
F -4.870 -2.921 3.324 -0.253 0.308 -0.030 -0.3009
F -3.546 -4.301 2.347 -0.263 -0.089 0.218 -0.2710
C -5.347 -3.594 1.044 0.383 -0.219 -0.030 0.6232
F -4.922 -4.723 0.451 -0.091 0.012 -0.015 -0.2909
F -6.540 -3.839 1.551 -0.103 0.058 0.029 -0.2746
F -5.434 -2.691 0.055 -0.231 0.162 0.147 -0.2407
C -3.698 -0.761 1.473 -0.564 -0.534 -0.544 -0.0712
P -5.367 -0.085 1.687 -0.470 1.498 1.670 1.5316
O -5.344 0.907 2.761 -0.065 0.300 0.284 -0.7927
O -6.451 -1.190 2.052 0.148 -0.589 -0.960 -0.5188
O -5.877 0.607 0.326 0.808 -0.930 -0.174 -0.6075
C -2.741 0.152 1.037 -0.601 1.359 -0.246 -0.9766
B -3.035 1.705 0.770 0.101 0.241 0.043 1.0186
O -3.240 2.544 1.808 -0.135 -0.086 -0.086 -0.5901
O -3.042 2.239 -0.507 -0.079 -0.499 -0.013 -0.7652
C -1.438 -0.236 0.795 -0.039 -0.011 0.100 -0.6178
H 7.564 -0.435 2.807 0.068 -0.041 -0.295 0.3240
H 6.237 -0.507 1.590 0.164 0.107 0.073 0.2538
H 7.287 -1.901 1.757 0.143 0.091 0.113 0.3514
H 5.784 0.925 4.206 -0.050 -0.054 0.187 0.2932
H 4.786 0.416 5.558 -0.089 -0.355 -0.032 0.5227
H 4.225 0.679 2.625 -0.079 -0.438 -0.119 0.2662
H 3.360 -0.700 3.414 0.421 -0.102 -0.166 0.3967
H 3.363 2.022 4.657 -0.217 0.005 -0.009 0.5585
H 2.156 0.782 4.870 0.143 -0.100 -0.373 0.1485
H 2.480 2.816 2.579 0.213 -0.235 -0.016 0.2564
H 1.082 2.323 3.503 0.238 0.199 0.042 0.5394
H 1.345 0.006 2.437 -0.114 -0.163 -0.454 0.0792
H 2.248 0.911 1.151 -0.263 -0.412 -0.134 0.2766
H -0.539 1.529 2.248 -0.091 0.317 -0.199 0.7822
H 0.317 2.535 1.021 -0.060 -0.008 0.203 0.1184
H -0.410 2.513 -2.946 0.143 0.095 0.071 0.4485
H -0.767 2.576 -1.213 0.200 0.084 0.067 -0.1897
H 1.648 1.181 -3.658 -0.037 -0.040 0.021 0.4372
H 1.832 -3.412 -4.018 0.116 0.083 -0.036 0.3137
H 3.529 -3.643 -3.663 0.142 0.168 -0.168 0.3233
H 2.954 -3.374 -5.352 0.366 0.231 0.063 0.3434
H 1.374 -0.990 -5.403 0.029 0.577 -0.392 0.4562
H -1.666 -3.470 1.624 -0.222 -0.016 -0.008 0.5678
H -6.919 -0.947 2.860 0.190 0.115 0.113 0.3254
H -5.402 0.261 -0.442 -0.243 0.098 -0.140 0.3724
H -3.660 3.364 1.522 0.209 0.132 0.102 0.2947
H -2.690 1.577 -1.113 -0.094 0.127 -0.133 0.0996
C -3.339 2.182 -5.326 0.094 -0.022 0.176 -0.8034
C -2.859 1.044 -6.201 -0.293 0.242 0.073 -0.4401
O -1.588 0.548 -5.764 0.279 -0.128 -0.289 -0.3916
C -1.438 -0.387 -4.820 -0.219 0.164 0.271 0.6593
C -2.606 -0.753 -3.939 -0.265 -0.382 -0.246 -0.7030
O -0.350 -0.866 -4.635 -0.065 -0.219 -0.164 -0.4661
H -3.496 1.859 -4.295 -0.093 -0.031 -0.024 0.1046
H -4.278 2.587 -5.705 0.014 -0.004 -0.010 0.3979
H -2.596 2.980 -5.303 -0.018 0.009 -0.094 0.2834
H -3.588 0.235 -6.273 0.040 -0.036 0.093 0.3504
H -2.699 1.407 -7.215 0.187 -0.074 0.021 0.3581
H -2.582 -0.129 -3.045 0.022 0.006 -0.004 -0.1700
H -2.501 -1.796 -3.647 0.184 0.074 0.138 0.3443
H -3.574 -0.656 -4.426 0.002 0.202 0.058 0.4063
C -3.797 -7.176 -3.059 -0.066 0.096 0.124 -0.8683
C -2.325 -7.507 -2.924 -0.262 -0.069 -0.032 -0.4194
O -1.574 -6.379 -2.471 0.334 0.039 -0.249 -0.3829
C -1.414 -6.065 -1.170 -0.301 0.031 0.334 0.7352
C -2.294 -6.730 -0.139 0.215 -0.449 0.054 -0.6534
O -0.629 -5.212 -0.864 0.045 0.082 -0.160 -0.5563
H -4.237 -6.904 -2.099 -0.001 -0.084 0.016 0.1868
H -4.346 -8.028 -3.461 0.014 0.006 -0.010 0.3659
H -3.933 -6.324 -3.727 0.039 -0.052 -0.060 0.2788
H -2.151 -8.373 -2.284 -0.026 0.051 0.062 0.3824
H -1.918 -7.758 -3.902 0.123 0.119 0.034 0.3144
H -3.176 -6.113 0.026 0.050 -0.041 -0.016 -0.0481
H -1.734 -6.804 0.791 -0.010 0.211 0.008 0.3163
H -2.602 -7.740 -0.402 -0.145 0.076 -0.074 0.3791
C 0.187 10.909 -5.498 0.136 -0.026 -0.084 -0.9227
C -0.456 9.701 -4.849 0.097 0.262 0.017 -0.4065
O -0.295 8.527 -5.649 -0.371 -0.189 0.000 -0.3611
C 0.786 7.728 -5.590 0.355 0.114 -0.099 0.6618
C 2.027 8.225 -4.885 -0.115 -0.044 0.403 -0.7425
O 0.764 6.672 -6.162 -0.100 0.051 0.044 -0.5633
H 1.264 10.781 -5.605 0.003 0.024 0.087 0.2718
H 0.004 11.805 -4.904 -0.015 -0.013 -0.002 0.3466
H -0.220 11.062 -6.498 -0.073 0.007 0.042 0.2936
H -0.094 9.532 -3.833 0.070 -0.025 -0.037 0.3500
H -1.531 9.859 -4.772 -0.016 -0.156 -0.080 0.3012
H 2.672 8.717 -5.613 -0.025 0.013 -0.006 0.2830
H 2.554 7.372 -4.467 0.077 -0.042 -0.188 0.1410
H 1.826 8.904 -4.060 0.017 0.121 -0.117 0.2883
C 4.685 -1.851 9.222 0.000 -0.055 -0.158 -0.9358
C 3.321 -1.360 9.662 0.254 -0.170 0.038 -0.4348
O 2.673 -0.618 8.627 -0.170 0.355 0.166 -0.3636
C 1.930 -1.185 7.658 0.130 -0.334 -0.273 0.7824
C 2.009 -2.678 7.447 -0.294 -0.193 0.341 -0.9822
O 1.280 -0.485 6.931 0.027 0.188 0.055 -0.5757
H 4.613 -2.538 8.378 -0.015 -0.052 0.054 0.2706
H 5.190 -2.364 10.041 -0.009 0.019 0.006 0.3653
H 5.302 -1.012 8.899 -0.010 0.024 0.076 0.2767
H 2.683 -2.170 10.019 -0.005 -0.023 -0.085 0.3584
H 3.435 -0.666 10.494 -0.103 0.114 -0.097 0.3296
H 2.780 -2.890 6.707 0.011 0.015 0.011 0.2233
H 1.049 -3.020 7.067 0.048 0.112 -0.180 0.3319
H 2.209 -3.244 8.354 0.185 0.017 -0.047 0.3349
```
Forces are in eV/Å.

---

# 2
Below is C41H59BrMgN6O3P as an isolated structure in a non-equilibrium geometry, with properties calculated with ωB97M-V with the def2-TZVPD basis set.

## Properties
energy relative to the best compared isomer or geometry (same formula, charge and spin): 50.4 kcal/mol
net charge: -1
orbital gap: 6.2 eV

Structure (XYZ):
```
112
Properties=species:S:1:pos:R:3:forces:R:3:mulliken_charge:R:1
Mg 0.392 -1.494 0.217 -0.386 0.776 0.327 1.2440
O 4.735 -1.187 -4.011 -0.091 -0.080 -0.060 -0.6881
C 4.299 -2.449 -3.660 0.092 0.026 0.001 0.5719
C 4.902 -3.518 -4.308 0.073 -0.056 -0.084 -0.7493
C 4.515 -4.817 -4.011 -0.018 0.068 0.051 -0.3507
C 3.525 -5.045 -3.060 0.023 0.012 -0.067 -0.9971
C 2.923 -3.964 -2.432 0.017 -0.036 0.049 -0.1331
C 3.296 -2.657 -2.716 -0.078 -0.075 0.206 0.8825
C 2.574 -1.475 -2.059 -0.379 0.186 -0.122 -1.0063
O 1.932 -1.705 -0.924 0.214 -0.101 -0.437 -0.6299
N 1.648 -0.969 -3.143 -0.263 0.086 0.331 0.3250
N 0.388 -0.700 -2.896 -0.014 0.070 0.056 -0.0271
C -0.325 -0.111 -3.790 0.162 -0.024 0.139 -0.8118
C -1.743 0.159 -3.606 0.216 -0.194 0.084 0.3971
Br -2.636 -1.071 -2.466 -0.058 -0.010 0.073 -0.1305
C -2.480 1.096 -4.208 -0.079 0.176 -0.067 -0.8914
C -2.028 2.161 -5.122 -0.012 0.006 -0.069 0.7794
C -2.957 2.666 -6.041 -0.022 -0.052 -0.047 -0.5850
C -2.604 3.621 -6.981 0.020 -0.013 0.007 -0.5118
C -1.304 4.111 -7.027 -0.074 -0.053 0.076 -0.4155
C -0.387 3.671 -6.082 -0.023 0.009 -0.033 -0.6929
C -0.744 2.720 -5.135 0.005 0.000 0.067 -0.2950
H 4.359 -0.544 -3.400 0.045 -0.022 0.046 0.3355
H 5.670 -3.312 -5.047 -0.049 -0.015 0.087 0.4196
H 4.995 -5.646 -4.521 -0.055 0.058 0.050 0.3525
H 3.220 -6.055 -2.811 0.016 0.071 -0.031 0.4394
H 2.144 -4.121 -1.698 0.008 0.025 0.016 0.1676
H 3.333 -0.664 -1.937 -0.008 0.115 0.087 0.0572
H 2.042 -0.703 -4.033 0.078 0.075 -0.272 0.3581
H 0.115 0.201 -4.735 0.031 0.062 -0.154 0.5913
H -3.552 1.063 -4.041 0.038 0.020 -0.008 0.2950
H -3.973 2.281 -6.025 0.083 0.016 0.007 0.3543
H -3.347 3.985 -7.684 0.043 -0.046 0.023 0.3676
H -1.018 4.833 -7.781 0.000 0.023 0.056 0.3628
H 0.618 4.078 -6.077 -0.041 -0.033 0.021 0.3791
H -0.022 2.439 -4.380 -0.023 -0.088 0.008 0.5260
C 0.612 -3.762 0.896 -0.530 0.184 -0.098 -1.0606
C -0.216 -4.938 0.873 0.314 -0.124 0.010 0.8699
C -0.623 -5.559 -0.337 -0.064 0.048 -0.039 -0.2277
C -1.357 -6.723 -0.357 0.014 -0.012 0.027 -0.8602
C -1.731 -7.356 0.836 -0.015 -0.097 0.100 0.4406
C -1.338 -6.770 2.049 -0.058 0.023 -0.078 -0.8824
C -0.612 -5.601 2.064 -0.129 0.051 -0.084 -0.4422
C -2.464 -8.590 0.833 0.080 0.131 -0.021 0.1319
N -3.046 -9.587 0.842 0.050 0.113 -0.011 -0.6079
H 1.364 -3.733 0.113 -0.011 -0.061 -0.046 -0.0049
H 1.071 -3.576 1.867 -0.068 -0.045 -0.063 0.1667
H -0.341 -5.093 -1.278 -0.029 -0.024 0.069 0.4424
H -1.644 -7.172 -1.301 0.011 0.031 -0.015 0.4111
H -1.604 -7.264 2.976 0.003 0.032 0.030 0.4095
H -0.304 -5.178 3.016 -0.009 -0.019 -0.026 0.3296
C 0.772 -1.965 4.492 0.164 0.015 -0.037 -0.9396
N 1.762 -0.946 4.149 -0.118 0.025 0.318 0.4513
C 2.159 -0.095 5.264 -0.127 -0.025 -0.119 -1.3323
C 1.895 -0.588 2.838 -0.101 -0.294 -0.519 -0.0819
O 1.214 -1.152 1.966 0.790 0.402 1.071 0.9611
N 2.784 0.390 2.497 0.176 0.042 -0.234 0.8148
C 2.794 0.789 1.083 0.009 -0.199 0.075 -1.2915
C 4.025 0.651 3.214 -0.099 -0.154 -0.132 -1.3805
H -0.041 -1.517 5.069 0.046 0.008 -0.009 0.3920
H 1.233 -2.758 5.086 0.013 0.017 0.010 0.3912
H 0.353 -2.390 3.588 0.049 -0.032 -0.060 0.1602
H 1.329 -0.026 5.969 -0.049 -0.007 -0.027 0.3859
H 2.387 0.915 4.929 -0.063 -0.097 0.051 0.4290
H 3.020 -0.505 5.799 0.009 0.041 0.001 0.3061
H 3.285 0.032 0.461 0.005 0.039 0.065 0.7325
H 3.316 1.743 0.999 -0.011 -0.022 0.054 0.4827
H 1.769 0.914 0.733 0.007 -0.034 0.042 -0.3756
H 4.237 -0.134 3.937 0.030 0.017 -0.028 0.3668
H 4.000 1.614 3.727 0.053 0.056 0.033 0.3106
H 4.842 0.673 2.495 0.052 -0.050 -0.046 0.4169
C 0.533 3.335 -0.229 0.038 0.021 0.009 -1.7495
C -0.147 3.464 1.153 0.398 -0.442 -0.130 2.6714
C 0.954 3.263 2.218 -0.117 -0.013 -0.066 -2.1738
C -0.697 4.880 1.318 -0.098 0.014 0.032 -2.1297
P -1.301 1.911 1.309 -0.533 1.164 0.380 -0.9292
N -0.658 0.633 0.797 0.414 -1.169 -0.552 -0.7637
C -1.796 1.874 3.184 0.170 -0.594 -0.055 2.8349
C -0.676 1.090 3.895 -0.082 0.070 -0.025 -1.8612
C -2.068 3.171 3.945 -0.031 0.080 -0.058 -2.0872
C -3.040 0.969 3.272 0.025 0.036 -0.023 -2.0760
C -2.928 2.446 0.431 0.143 -0.395 -0.301 2.7353
C -3.769 1.161 0.253 -0.021 0.038 0.029 -1.6286
C -3.775 3.549 1.065 0.004 0.009 0.006 -2.0507
C -2.516 2.905 -0.981 0.033 -0.016 0.073 -1.8936
H 1.521 3.814 -0.218 -0.101 0.015 0.043 0.4696
H -0.053 3.806 -1.018 0.060 -0.030 0.049 0.4369
H 0.658 2.278 -0.485 0.005 0.099 -0.015 0.1794
H 1.868 3.795 1.924 -0.076 0.001 -0.016 0.7142
H 1.188 2.204 2.326 0.064 0.213 0.050 0.3028
H 0.650 3.659 3.189 0.009 -0.070 -0.020 0.1124
H 0.147 5.582 1.309 -0.028 -0.008 -0.018 0.5170
H -1.221 5.013 2.267 0.044 0.027 -0.122 0.2619
H -1.367 5.171 0.506 0.061 -0.019 0.061 0.3452
H 0.163 1.733 4.177 -0.077 -0.094 -0.062 0.0516
H -0.325 0.305 3.219 -0.104 0.094 0.137 0.0506
H -1.061 0.628 4.815 0.002 0.091 -0.078 0.7568
H -1.164 3.769 4.077 -0.082 -0.041 -0.003 0.3386
H -2.437 2.916 4.948 0.020 0.029 -0.049 0.5061
H -2.823 3.798 3.465 0.088 -0.068 0.105 0.2397
H -2.907 0.083 2.645 -0.046 0.033 0.092 0.2893
H -3.951 1.481 2.964 0.069 -0.062 0.036 0.3250
H -3.186 0.636 4.307 0.038 0.054 -0.025 0.6281
H -4.509 1.031 1.046 0.086 0.030 -0.066 0.3063
H -3.109 0.292 0.243 -0.062 -0.014 -0.070 0.1558
H -4.310 1.181 -0.699 0.022 0.053 0.047 0.4670
H -4.208 3.247 2.020 -0.017 0.028 -0.094 0.3015
H -4.606 3.789 0.388 0.026 -0.014 0.037 0.5256
H -3.202 4.464 1.222 -0.127 -0.040 0.006 0.2527
H -1.760 2.234 -1.398 -0.103 0.034 -0.044 0.1625
H -2.124 3.926 -0.981 -0.010 -0.106 -0.007 0.0203
H -3.389 2.893 -1.642 0.009 -0.003 0.029 0.7785
```
Forces are in eV/Å.

---

Which HOMO level belongs to each record? In order, -0.2859, -0.1498 Ha.